[1]
A 2-piece molecular cluster, C2H8N3O overall at a distorted geometry. Source: the OMol25 dataset; level of theory: the ωB97M-V functional and the def2-TZVPD basis.

Summary:
- Electronic energy: -320.2757 hartree
- E_LUMO: -4.2 eV
- M: 90.11 g/mol
- HOMO: -14.30 eV
- Frontier orbital gap: 10.06 eV

The geometry in ORCA input format:
```
! RIJCOSX wB97M-V def2-TZVPD def2/J DEFGRID3
* xyz 1 1
H 3.09 1.09 -0.33
H 1.35 0.98 -0.52
H -0.04 0.20 1.44
H -3.50 -0.46 -1.58
N -2.67 -0.62 -1.03
H 0.70 -1.27 1.85
O -0.63 0.22 -0.60
H 2.89 -0.12 1.81
H -2.91 -0.89 -0.09
N 0.77 -0.28 1.66
N 2.18 0.90 0.03
C -1.55 -0.08 -1.36
H -1.67 0.16 -2.48
C 1.99 0.16 1.18
*
```

[2]
C3H8N2S2 in the gas phase at a distorted geometry. Source: the OMol25 dataset; level of theory: the ωB97M-V functional and the def2-TZVPD basis.

Summary:
- Electronic energy: -1024.9088 hartree
- E_LUMO: 0.6 eV
- M: 136.25 g/mol
- HOMO: -8.58 eV
- Frontier orbital gap: 9.19 eV
- SMILES string: C[C@]1(S)NNCS1

The geometry in ORCA input format:
```
! RIJCOSX wB97M-V def2-TZVPD def2/J DEFGRID3
* xyz 0 1
H -1.27 -2.64 -0.58
C 1.16 0.89 1.00
C 0.38 0.37 -0.18
H -1.91 -0.69 -1.26
H -1.16 0.76 1.08
N -1.77 -0.62 -0.25
H 2.25 1.04 0.75
H -0.89 -2.02 1.01
H 1.90 1.72 -2.25
N -0.98 0.47 0.13
S 0.69 1.57 -1.86
C -1.00 -1.79 -0.05
H 0.99 0.43 1.91
S 0.83 -1.43 -0.57
H 0.78 1.93 1.12
*
```

[3]
C4H5BrN2O4 in the gas phase at a distorted geometry. Source: the OMol25 dataset; level of theory: the ωB97M-V functional and the def2-TZVPD basis.

Summary:
- Electronic energy: -3139.7526 hartree
- E_LUMO: -0.5 eV
- M: 225.00 g/mol
- HOMO: -10.35 eV
- Frontier orbital gap: 9.87 eV
- SMILES string: O=C1C[C@@](O)([C@@H](Br)[N+](=O)[O-])N1

The geometry in ORCA input format:
```
! RIJCOSX wB97M-V def2-TZVPD def2/J DEFGRID3
* xyz 0 1
H 0.83 0.42 1.49
N 1.65 1.59 0.04
H 0.93 -0.91 -1.96
O -2.74 -1.36 1.17
C -1.89 -0.92 0.53
Br 2.53 -1.11 0.60
C -1.54 0.40 -0.15
H -1.58 1.14 0.75
C -0.18 -0.33 -0.46
C 1.21 0.31 0.56
O 0.13 -0.37 -1.73
O 2.19 1.64 -1.04
H 0.10 -2.19 0.40
N -0.63 -1.45 0.22
O 1.24 2.56 0.65
H -2.22 0.57 -1.06
*
```

[4]
F5Pb4 as an isolated structure at a distorted geometry. Source: the OMol25 dataset; level of theory: the ωB97M-V functional and the def2-TZVPD basis.

Summary:
- Electronic energy: -1269.5543 hartree
- E_LUMO: -15.1 eV
- M: 923.79 g/mol
- HOMO: -20.99 eV
- Frontier orbital gap: 5.93 eV

The geometry in ORCA input format:
```
! RIJCOSX wB97M-V def2-TZVPD def2/J DEFGRID3
* xyz 3 1
F 1.75 1.06 0.91
F -0.47 -1.07 2.61
F -0.32 -0.38 -0.13
Pb -0.63 1.29 1.56
F 1.24 0.43 -2.24
F -0.32 2.30 -0.91
Pb -1.55 -2.94 0.79
Pb 1.97 -1.18 -0.44
Pb -1.68 0.49 -2.16
*
```

Question: What is the M in the fourth record?
Answer: 923.79 g/mol